Record 1
A molecular structure, C38H53IrN4O4S4SbTe in a non-equilibrium geometry, computed with ωB97M-V/def2-TZVPD.

XYZ file:
```
106
Properties=species:S:1:pos:R:3
Ir -0.3132 -0.3012 3.8822
O -7.1441 -0.6570 3.7676
C -5.9349 -0.5904 3.7820
S -4.9149 -0.9449 2.3295
C -3.3691 -0.4650 3.0737
C -3.3789 0.0816 4.3616
S -2.0071 0.7479 5.0332
S -4.8610 -0.0617 5.1421
S -1.9341 -0.8446 2.2710
N -0.5220 -1.9618 5.0192
C -0.8335 -2.9931 5.5150
N -1.0387 -4.1991 5.8843
C -1.8414 -4.5028 6.8984
N -2.3595 -4.8832 7.8963
O 2.8807 -1.1390 1.1768
C 2.1866 -0.6390 2.0665
O 1.4729 -1.1796 2.9720
H 2.1802 0.4742 2.2645
C 1.5671 3.3863 4.0365
C 1.0329 2.0193 4.3170
O 1.0509 1.4236 5.4103
N 0.3282 1.3735 3.3286
Te 0.9895 3.7303 -0.8486
C 2.4062 5.0284 -2.0684
C 3.5169 5.6321 -1.4530
C 3.8119 5.4427 0.0448
C 4.3093 6.5028 -2.1728
C 4.1244 6.6997 -3.5597
C 4.9069 7.7277 -4.3794
C 3.1985 5.8386 -4.1417
C 2.2993 5.0466 -3.4689
C 1.3856 4.1030 -4.1999
C -1.0382 4.0338 -1.6266
C -2.0468 2.9703 -1.3934
C -1.8051 1.7013 -0.6541
C -3.3443 3.1402 -1.7777
C -3.7538 4.3317 -2.5185
C -5.2314 4.5597 -2.8894
C -2.7840 5.2842 -2.8033
C -1.4989 5.1962 -2.2394
C -0.6698 6.4918 -2.2393
H 1.3479 4.0103 4.9126
H 0.9962 3.8430 3.2169
H 2.6535 3.3670 3.7745
H 3.8363 4.3764 0.2675
H 3.0504 5.8779 0.6061
H 4.7621 6.0095 0.2533
H 5.0767 7.1414 -1.7192
H 5.9526 7.3627 -4.5353
H 4.9014 8.7394 -3.9593
H 4.4459 7.8187 -5.3723
H 3.2491 5.8429 -5.2525
H 1.1809 4.3563 -5.2907
H 0.4182 4.0109 -3.6937
H 1.8347 3.1210 -4.3172
H -2.5636 0.9879 -0.9541
H -1.7303 1.8271 0.4278
H -0.8698 1.1788 -1.0413
H -4.0765 2.3710 -1.5399
H -5.7405 5.2273 -2.1666
H -5.7815 3.5906 -2.8655
H -5.2397 4.8544 -3.9702
H -3.1179 6.2106 -3.3560
H 0.3420 6.1953 -2.5990
H -0.5609 6.6458 -1.1096
H -1.0296 7.4304 -2.7172
C 2.3184 -5.8389 -1.6198
C 2.3932 -4.5580 -0.6866
C 3.2033 -4.6536 0.5974
C 2.6362 -3.1973 -1.3945
Sb 0.0460 -4.4208 -0.0324
C -1.7537 -4.8287 -1.5745
C -1.1107 -4.4805 -2.9526
C -2.9917 -4.0019 -1.2132
C -1.9445 -6.3511 -1.3723
C -0.2409 -5.3349 2.0431
C 0.8234 -4.7746 2.9762
C -0.0281 -6.8455 1.7710
C -1.6298 -5.0476 2.5025
H 3.0416 -6.5868 -1.3422
H 2.5074 -5.5799 -2.6798
H 1.2922 -6.2470 -1.5684
H 4.2359 -4.5710 0.3151
H 2.9895 -5.5189 1.2145
H 3.0225 -3.7517 1.1371
H 3.6506 -3.1693 -1.8568
H 2.6184 -2.3636 -0.6826
H 1.9040 -2.9071 -2.1793
H -0.4862 -3.5599 -2.9062
H -1.8779 -4.2739 -3.7067
H -0.5545 -5.3825 -3.2880
H -2.7975 -2.9937 -0.8140
H -3.6107 -4.4914 -0.4430
H -3.5009 -3.8840 -2.1461
H -0.8906 -6.7685 -1.6085
H -2.7594 -6.7585 -2.0512
H -2.1358 -6.6733 -0.3144
H 1.8928 -5.0803 2.8526
H 0.5680 -4.8832 4.0708
H 0.9319 -3.6795 2.8414
H 0.7211 -7.1215 0.9693
H -1.0141 -7.2186 1.3957
H 0.2533 -7.3627 2.7407
H -1.9615 -3.9716 2.2344
H -1.6975 -5.1683 3.6191
H -2.4244 -5.7014 2.1141
```

Computed properties:
HOMO level (alpha / beta) (eV): -0.898 / -1.839
2S+1: 6
Kohn-Sham gap (alpha / beta) (eV): 4.05 / 4.99
Total charge: -2
<S²>: 8.806
LUMO (alpha / beta) (eV): 3.148 / 3.148

---

Record 2
A molecular structure, C5H18NO2 in a non-equilibrium geometry, computed with ωB97M-V/def2-TZVPD.

XYZ file:
```
26
Properties=species:S:1:pos:R:3
C 0.6252 1.7061 -0.8437
C -0.3195 0.5761 -1.1451
C 0.1388 -0.8175 -0.7541
C 1.5314 -1.1352 -1.3365
C -0.8653 -1.9208 -1.1638
N -0.9036 1.2162 2.3890
H 1.5427 1.5537 -1.4241
H 0.1975 2.6705 -1.1060
H -1.3366 0.6763 -0.5565
H -0.6863 0.5577 -2.1813
H 0.2164 -0.8071 0.3359
H 1.8594 -2.1684 -1.3024
H 1.6385 -0.8370 -2.3866
H 2.2189 -0.4475 -0.8294
H -1.8380 -1.4116 -1.1862
H -0.6982 -2.7756 -0.5220
H -0.6399 -2.1945 -2.1974
H -1.1345 1.1274 3.3914
H 0.8935 1.6763 0.2145
H -1.2379 2.1819 2.2954
H 1.0176 0.5272 2.4082
H 2.4340 -0.1328 2.3907
O 1.7979 0.3742 1.8735
H -2.9071 -0.5508 1.1469
H -1.5265 0.5792 1.5980
O -2.0184 -0.2243 0.8915
```

Computed properties:
HOMO level (eV): -14.549
Kohn-Sham gap (eV): 4.79
Total charge: +1
LUMO (eV): -9.760

---

| no. | calculated total energy (eV) |
| --- | --- |
| 1 | -114421.26154 |
| 2 | -11048.16909 |